16
Properties=species:S:1:pos:R:3:mulliken_charge:R:1 method="wB97M-V/def2-TZVPD" gap_ev=9.814 total_charge=0 spin_multiplicity=1 relative_energy_ev=7.900
C -0.3662 -1.8402 0.2540 -0.9623
C -0.1607 -0.6019 -0.4382 0.7395
C 0.9262 0.1325 0.5313 -0.1346
C -0.9431 0.5632 0.3317 0.0489
C -0.2267 1.9336 -0.2974 -0.5202
C 1.0191 1.4435 -0.3543 -0.4691
H 0.0445 -1.9127 1.3370 0.2717
H -1.7751 -1.8392 0.2794 0.1653
H 0.0897 -2.9099 -0.2252 0.2874
H -0.0809 0.1599 -2.2220 0.4098
H 1.7914 -0.2547 1.3094 0.3059
H -2.0280 0.8293 0.7520 0.3165
H -0.6618 3.0790 -0.4447 0.2570
H 2.1394 1.5388 -0.5714 0.3151
O 0.2388 -0.7631 -1.7746 -0.6226
O -0.0064 0.4420 1.5329 -0.4082

=====

12
Properties=species:S:1:pos:R:3:lowdin_spin:R:1 method="wB97M-V/def2-TZVPD" gap_ev="8.321 / 6.822" total_charge=+1 spin_multiplicity=2 relative_energy_ev=1.396
C 1.4970 -0.8564 0.0848 0.0020
C 0.9557 0.2034 -0.7801 0.0129
C -0.0910 0.9475 -0.2666 0.0025
C -1.3978 0.3630 -0.0868 0.0197
O -1.8554 0.1253 1.0375 0.2398
Hg -3.4130 -0.6337 1.8296 0.7171
H 2.5806 -0.7298 0.2202 0.0004
H 1.2767 -1.8423 -0.3477 0.0009
H 1.7081 0.7719 -1.3344 0.0014
H 0.8861 -0.5826 1.0821 0.0008
H -0.1031 2.0221 -0.4702 0.0001
H -2.0438 0.2116 -0.9683 0.0025

=====

65
Properties=species:S:1:pos:R:3:lowdin_spin:R:1 method="wB97M-V/def2-TZVPD" gap_ev="8.872 / 8.996" total_charge=+2 spin_multiplicity=5 relative_energy_ev=0.666
Pm 0.2111 0.2085 0.2478 4.0436
C -0.2906 -3.0994 -1.0113 0.0000
C 1.0559 -3.5224 -0.4570 0.0001
C 2.1712 -2.5324 -0.6755 -0.0002
C 3.4803 -2.9926 -0.6647 -0.0002
C 4.5113 -2.1408 -1.0120 0.0004
C 4.2029 -0.8436 -1.3908 -0.0002
C 2.8875 -0.4466 -1.3480 0.0004
N 1.8750 -1.2539 -0.9693 -0.0065
N -1.0311 -2.0839 -0.2252 -0.0064
C -1.4423 -2.6369 1.0855 0.0000
C -0.3521 -2.5311 2.1250 0.0004
C -0.1513 -3.5379 3.0524 -0.0001
C 0.8934 -3.4271 3.9575 0.0006
C 1.7111 -2.3074 3.9078 -0.0003
C 1.4213 -1.3256 2.9839 -0.0001
N 0.4099 -1.4247 2.1019 -0.0065
C -2.2229 -1.7346 -1.0220 0.0005
C -3.0641 -0.6560 -0.3944 0.0002
C -4.4379 -0.6644 -0.5709 -0.0002
C -5.2003 0.3476 -0.0137 0.0003
C -4.5592 1.3281 0.7270 -0.0001
C -3.1882 1.2597 0.8587 0.0001
N -2.4334 0.3005 0.3039 -0.0053
H -0.9234 -3.9881 -1.1099 -0.0001
H -0.1416 -2.6911 -2.0116 0.0000
H 1.3362 -4.4338 -0.9876 0.0000
H 0.9988 -3.8108 0.5932 0.0000
H 3.6770 -4.0281 -0.4179 0.0000
H 5.5360 -2.4893 -1.0165 0.0000
H 4.9682 -0.1508 -1.7067 0.0000
H 2.6207 0.5621 -1.6443 0.0002
H -1.7485 -3.6827 0.9867 -0.0001
H -2.3108 -2.0814 1.4427 0.0000
H -0.7919 -4.4107 3.0486 0.0000
H 1.0762 -4.2119 4.6801 0.0000
H 2.5493 -2.1896 4.5793 0.0000
H 2.0278 -0.4315 2.9195 0.0000
H -2.8457 -2.6184 -1.1965 0.0000
H -1.8841 -1.3867 -2.0026 0.0002
H -4.9028 -1.4612 -1.1364 0.0000
H -6.2747 0.3604 -0.1404 0.0000
H -5.1114 2.1270 1.2015 0.0000
H -2.6675 2.0008 1.4458 0.0001
C -1.1413 5.8774 1.0320 0.0000
C -0.9870 5.0552 -0.1906 -0.0001
N -1.1143 5.4616 -1.4113 -0.0002
N -0.8465 4.3631 -2.1710 -0.0003
C -0.5574 3.2788 -1.4605 -0.0006
S -0.1205 1.7480 -2.0515 -0.0074
N -0.6674 3.7045 -0.1839 -0.0001
N -0.3834 2.8979 0.9300 -0.0027
H -1.3566 6.8999 0.7337 0.0000
H -0.2217 5.8681 1.6198 0.0000
H -1.9623 5.5204 1.6571 0.0000
H -0.8440 4.4361 -3.1769 -0.0001
H -0.9876 3.2180 1.6821 0.0001
H 0.5925 3.1305 1.2226 0.0002
Cl 4.7845 0.5057 1.8867 0.0000
C 4.2246 2.0858 1.3353 -0.0003
Cl 4.7750 2.4638 -0.3145 0.0000
C 2.7015 2.2076 1.3242 0.0003
O 2.2416 3.3279 1.4880 -0.0001
O 1.9966 1.1431 1.1199 -0.0096
H 4.6453 2.8379 1.9896 0.0000

=====

9
Properties=species:S:1:pos:R:3:mulliken_charge:R:1 method="wB97M-V/def2-TZVPD" gap_ev=8.733 total_charge=0 spin_multiplicity=1 relative_energy_ev=3.271
C -0.9652 0.1228 -0.0945 0.7082
C 0.4041 0.6385 0.1155 0.4973
C 1.5900 -0.3408 0.1617 0.0591
H -2.7081 -0.3820 -0.4877 0.4787
H 1.3673 -1.3494 0.7777 0.2477
O -2.1521 0.7147 -0.1445 -0.5138
O -0.9286 -1.1711 -0.0132 -0.6012
O 0.6837 1.8444 0.0527 -0.4567
O 2.7089 -0.0770 -0.3676 -0.4194

=====

72
Properties=species:S:1:pos:R:3:lowdin_spin:R:1 method="wB97M-V/def2-TZVPD" gap_ev="5.255 / 5.601" total_charge=-2 spin_multiplicity=4 relative_energy_ev=7.171
V 0.1317 0.3254 0.0190 1.0548
Cl -3.7636 5.2809 -2.6482 -0.0002
C -3.5853 3.6300 -2.1292 -0.0002
C -2.5829 3.3248 -1.2285 0.0020
C -2.4076 2.0210 -0.7634 0.0020
N -1.5180 1.6525 0.2386 0.0067
C -1.2791 2.5539 1.2228 0.0018
O -1.8388 3.6251 1.4291 0.0125
C -0.2597 2.0306 2.2336 0.0359
C 0.1828 2.8404 3.3074 0.2984
C 0.9507 2.2316 4.3035 0.0216
C 1.3688 0.9408 4.1490 0.2346
C 1.1216 0.1897 2.9020 0.0581
N 0.0937 0.7975 2.0768 0.1961
C -3.2224 1.0342 -1.3187 0.0085
C -4.2475 1.3387 -2.1886 0.0003
C -4.4461 2.6454 -2.5929 0.0025
Cl -5.7807 3.0076 -3.6500 0.0009
N -3.0002 -0.3827 -0.9688 0.0131
C -3.3550 -0.6181 0.5588 0.2298
O -4.5019 -0.2140 0.7704 0.2315
C -2.5440 -1.4142 1.3964 0.0995
C -3.1874 -1.9975 2.5303 0.0830
C -2.4923 -2.8731 3.3143 0.0273
C -1.1475 -3.1564 3.0144 0.1433
C -0.5771 -2.4818 1.9432 -0.0011
N -1.2206 -1.6334 1.1549 0.1471
H -1.9384 4.1082 -0.8652 0.0000
H -0.1461 3.8674 3.3473 0.0153
H 1.1664 2.7656 5.2215 -0.0048
H 1.8388 0.4244 4.9744 0.0102
H 0.8118 -0.8316 3.1502 0.0228
H -4.9167 0.5669 -2.5455 0.0003
H -4.2225 -1.7496 2.7174 0.0065
H -2.9822 -3.3542 4.1542 -0.0015
H -0.5620 -3.8541 3.5971 0.0117
H 0.4667 -2.6278 1.6932 -0.0018
Br 1.9409 -3.1158 -0.5285 -0.0010
C 1.5212 -2.3233 -2.2216 -0.0004
C 2.3982 -2.6482 -3.2156 0.0017
C 2.0409 -2.4525 -4.5583 -0.0004
C 0.7633 -2.0805 -4.8549 0.0013
C -0.1477 -1.7518 -3.8276 -0.0005
C -1.5145 -1.4870 -4.1454 0.0045
C -2.3830 -1.1970 -3.1520 -0.0007
C -1.8824 -0.9773 -1.8335 0.0061
C -0.5891 -1.1151 -1.4577 -0.0075
C 0.2510 -1.7313 -2.4715 0.0007
H 3.3606 -3.0632 -2.9553 0.0001
H 2.7602 -2.6598 -5.3397 -0.0001
H 0.4212 -2.0236 -5.8824 0.0000
H -1.8409 -1.5518 -5.1764 0.0003
H -3.4319 -1.0390 -3.3821 0.0000
H -3.8193 -0.8566 -1.3457 0.0042
C 4.6118 -0.4294 1.1888 0.0051
N 3.5829 -0.1310 2.1810 0.0322
C 4.0788 0.2759 3.4713 0.0094
C 2.2715 -0.0905 1.7935 0.0840
N 1.8226 -0.3167 0.6455 -0.0122
H 5.2068 0.4590 0.9689 0.0006
H 4.1866 -0.7688 0.2508 0.0005
H 5.2530 -1.2287 1.5757 0.0009
H 5.1635 0.1850 3.4436 0.0014
H 3.7200 -0.3617 4.2862 0.0006
H 3.8397 1.3164 3.7087 0.0040
F 4.4661 -0.3910 -2.0460 -0.0042
Te 2.8827 1.0055 -1.5300 -0.0012
F 2.6334 2.7219 -2.3406 0.0001
F 4.5587 1.9308 -1.1256 -0.0035
F 2.5348 0.6027 -3.4372 0.0001
F 2.3036 2.2395 0.1708 0.0014
O 0.6274 1.0405 -1.3780 -0.0960

=====

23
Properties=species:S:1:pos:R:3:lowdin_spin:R:1 method="wB97M-V/def2-TZVPD" gap_ev="7.786 / 1.958" total_charge=+2 spin_multiplicity=2
Mg -2.2457 -2.1649 1.1487 -0.0001
Cl -1.0204 -0.2380 0.5327 0.0013
O -3.6816 -1.6631 -0.1315 -0.0001
H -3.7381 -0.7368 -0.3660 0.0000
H -4.5194 -2.0327 -0.4102 0.0000
C 2.8924 0.0914 4.2557 0.0056
C 2.2041 -0.2593 2.9042 0.0937
O 1.4334 0.8658 2.7459 0.3771
H 3.7360 -0.5907 4.3617 -0.0004
H 2.3169 0.0721 5.1812 0.0021
H 3.3172 1.0906 4.1596 0.0029
H 1.5308 -1.0994 3.0744 0.0460
H 2.8455 -0.4728 2.0492 0.0376
H 0.8287 0.7192 2.0149 0.0019
C -0.7765 -0.0780 -3.0976 0.0560
C -0.2191 1.1640 -3.8010 0.0663
O -1.2065 1.7576 -4.5424 0.2777
H -1.0538 -0.7957 -3.8696 0.0020
H -1.5698 0.1555 -2.3874 -0.0002
H -0.0741 -0.6245 -2.4683 0.0037
H 0.6494 0.8250 -4.3658 0.0006
H 0.1779 1.8580 -3.0601 0.0248
H -1.8272 2.1566 -3.9283 0.0015